# C30H60AlCl26N2O

A structure of composition C30H60AlCl26N2O (ωB97M-V/def2-TZVPD, the OMol25 dataset).

Results
Orbital gap = 5.4 eV
E_LUMO = 1.68 eV
Strongest force on any atom = 2.31 eV Å⁻¹
Calculated total energy = -13571.38120 hartree
Net charge = -1

XYZ file:
```
120
Properties=species:S:1:pos:R:3:forces:R:3
C -2.1833 -0.2653 1.8694 -0.2917 -0.0287 1.3775
C -1.1449 -0.1576 3.0198 -0.5903 -0.4282 -0.1527
C -1.5445 -0.9144 4.3517 -0.4420 0.6655 -0.6968
N -0.1024 0.5229 2.8877 0.8920 -0.9687 -0.2546
Al 1.4837 -0.4908 2.7601 -0.3081 0.4005 0.7880
N 2.9619 0.7898 2.7158 -0.8420 0.7983 -0.1256
C 2.8603 1.4110 1.6961 1.4797 -1.7343 -0.3766
O 2.9843 1.7755 0.5610 -0.1583 0.4707 0.3785
H -2.8151 -1.1543 2.0350 0.1892 0.2092 -0.3424
H -2.8474 0.6085 1.9911 0.4671 -0.4761 -0.3171
H -1.7081 -0.2864 0.8851 -0.0388 0.1210 0.2561
H -1.8858 -0.1228 5.0404 0.2729 -0.3091 -0.0139
H -2.4040 -1.5860 4.1972 0.3080 0.1037 0.0336
H -0.7052 -1.4770 4.7735 -0.0866 0.3586 -0.0673
H 1.5589 -1.3871 1.4237 0.0298 0.1776 -0.2063
H 1.7465 -1.4194 4.0214 0.0498 0.2218 0.0324
Cl 1.0674 3.2681 0.9208 -1.0760 1.4846 -0.2041
C 0.2318 4.7936 0.5334 -0.2358 -0.2659 0.1573
C 0.7394 5.9507 1.3585 -0.0173 0.1285 -0.1733
Cl 0.2981 5.7986 3.0794 0.0120 0.0084 0.0194
H -0.8383 4.6432 0.6755 0.0276 0.0520 0.0577
H 0.4108 4.9905 -0.5244 0.0472 0.0670 0.0352
H 0.2981 6.8817 1.0018 -0.0357 -0.0332 0.0137
H 1.8222 6.0387 1.2958 -0.0151 -0.1060 0.0679
Cl -1.6132 1.9440 -2.2508 -0.0725 0.0113 0.0183
C 0.1554 1.7174 -2.1165 0.1928 -0.1061 0.0737
C 0.6361 0.5351 -2.9214 0.0815 0.1297 -0.1295
Cl 0.0687 -1.0140 -2.2453 0.0527 -0.0065 0.0655
H 0.4034 1.6159 -1.0629 -0.0909 -0.0724 -0.0152
H 0.6201 2.6304 -2.4874 -0.0030 -0.0421 -0.0586
H 1.7254 0.5047 -2.9180 -0.0166 -0.0068 0.1159
H 0.2990 0.5905 -3.9552 -0.0531 -0.0466 0.0410
Cl -3.3841 -4.5023 -2.7524 -0.0251 -0.0738 0.0142
C -4.1343 -2.9444 -3.2028 -0.0557 0.1707 -0.0733
C -3.5602 -1.7866 -2.4283 0.1686 -0.0457 -0.0717
Cl -3.9991 -1.8526 -0.7025 -0.0339 0.0106 0.0146
H -5.2085 -3.0339 -3.0516 0.0360 -0.0570 0.0686
H -3.9493 -2.8018 -4.2640 0.0979 -0.0126 0.0207
H -3.9500 -0.8507 -2.8209 -0.0366 -0.0453 -0.0453
H -2.4750 -1.7583 -2.4963 -0.0528 -0.0524 0.0661
Cl -0.7051 -3.8686 3.2623 0.0618 -0.1728 -0.0144
C 0.4281 -5.1645 3.7192 -0.0199 -0.0595 -0.0526
C 0.9308 -5.0162 5.1369 0.1100 -0.0961 0.1277
Cl 1.9768 -3.5927 5.3418 -0.0866 -0.3225 0.1120
H 1.2434 -5.1578 2.9985 0.0292 0.1082 0.0731
H -0.1067 -6.1098 3.6223 -0.0254 0.0267 0.0451
H 1.5195 -5.8929 5.4095 -0.0288 -0.0263 -0.0803
H 0.1072 -4.9238 5.8425 -0.0375 0.0293 -0.0817
Cl -4.6258 1.9865 1.3653 -0.3082 0.2310 -0.0919
C -5.5048 3.1129 2.4262 -0.1270 0.0116 -0.1175
C -4.6521 4.2943 2.8168 -0.1150 0.1187 0.0669
Cl -3.3080 3.8268 3.8913 0.0718 -0.0114 -0.1128
H -5.8452 2.5604 3.2973 0.1119 0.0008 0.0091
H -6.3807 3.4567 1.8755 0.0511 0.0700 -0.0072
H -5.2548 5.0229 3.3594 -0.0369 -0.0701 0.0233
H -4.2266 4.7852 1.9440 0.0620 -0.0949 0.0060
Cl -4.4714 -3.9517 -6.6607 -0.0066 -0.1072 -0.1941
C -3.3330 -4.9062 -7.6388 0.0267 -0.1412 -0.0581
C -2.2834 -5.5634 -6.7770 0.0923 -0.1531 0.0699
Cl -1.1841 -4.3641 -6.0513 -0.2487 -0.2536 -0.1519
H -2.8892 -4.2457 -8.3810 0.0385 0.0481 0.1044
H -3.9129 -5.6657 -8.1629 -0.0112 -0.0233 0.0793
H -1.6751 -6.2363 -7.3815 -0.0089 0.0585 -0.0458
H -2.7325 -6.1402 -5.9701 -0.0565 0.0998 0.0080
Cl -6.2008 -1.5796 -5.6560 -0.0699 0.1535 -0.0258
C -7.6909 -1.4416 -4.6944 -0.1149 0.0237 0.0355
C -7.7403 -0.1475 -3.9237 -0.0575 0.1150 0.0640
Cl -6.5210 -0.1000 -2.6208 -0.1719 0.0359 -0.0580
H -7.7495 -2.3042 -4.0356 0.1706 0.1006 -0.0576
H -8.5252 -1.4912 -5.3937 0.0116 0.0468 0.0088
H -8.7142 -0.0324 -3.4483 0.0084 -0.0886 -0.0018
H -7.5755 0.7082 -4.5756 0.0874 -0.0321 0.0216
Cl 5.0817 -0.5271 -1.4790 0.0758 0.0203 0.1313
C 5.1708 0.0009 0.2238 0.2509 -0.1809 0.2690
C 6.4870 0.6555 0.5493 -0.3107 0.1362 0.0245
Cl 7.8519 -0.5053 0.5213 0.2578 0.0103 -0.0460
H 4.9871 -0.8657 0.8549 0.0740 -0.0537 -0.0778
H 4.3590 0.7114 0.3759 0.4819 -0.2364 -0.3389
H 6.4516 1.0745 1.5536 -0.0304 -0.0842 0.0187
H 6.7176 1.4583 -0.1473 0.0411 -0.0781 -0.0461
Cl 8.5351 3.9127 0.1597 0.0254 0.0481 0.0130
C 9.7593 2.9997 -0.7564 -0.0342 -0.0564 -0.1229
C 10.7504 2.3112 0.1471 -0.0938 -0.2322 -0.0788
Cl 11.8102 3.4729 0.9947 0.0409 -0.0005 0.0144
H 10.2508 3.6880 -1.4409 0.0119 0.0410 0.0895
H 9.2241 2.2555 -1.3456 0.0217 -0.0685 0.0943
H 11.3992 1.6647 -0.4419 0.0019 0.0620 -0.0274
H 10.2507 1.7021 0.8969 -0.0258 0.0931 0.0183
Cl 3.8013 -1.2967 -4.2529 -0.1044 0.0025 -0.3248
C 2.9943 -2.8805 -4.1808 0.0219 -0.1981 0.1905
C 2.2354 -3.2066 -5.4415 0.0711 -0.1183 -0.0108
Cl 0.8190 -2.1520 -5.6460 0.1985 0.3645 -0.0641
H 2.3367 -2.8783 -3.3131 -0.0176 0.0998 -0.0431
H 3.7743 -3.6238 -4.0178 0.0029 0.0128 -0.0595
H 1.8650 -4.2309 -5.3922 -0.0456 0.0335 0.0680
H 2.8589 -3.1119 -6.3283 -0.0001 0.1061 0.0431
Cl 11.9039 7.2765 3.8407 0.0183 0.0305 0.0048
C 13.1192 6.3570 2.9186 0.0023 -0.0692 -0.1122
C 14.1066 5.6557 3.8173 -0.0117 -0.1309 -0.0739
Cl 15.1762 6.8011 4.6699 0.0100 0.0119 0.0362
H 13.6168 7.0448 2.2383 0.0127 0.0371 0.0897
H 12.5786 5.6201 2.3268 -0.0097 0.0165 0.0877
H 14.7486 5.0074 3.2222 -0.0154 0.0520 -0.0381
H 13.6026 5.0468 4.5642 -0.0180 0.0943 0.0241
Cl -6.9612 -5.7853 -4.3696 -0.0394 0.1031 0.0140
C -8.1672 -6.2282 -3.1349 0.0408 -0.0855 0.0532
C -9.5332 -5.6563 -3.4294 -0.0449 -0.1875 0.0233
Cl -9.5688 -3.8821 -3.2603 -0.1507 -0.0889 0.0462
H -7.7953 -5.8944 -2.1683 0.0042 0.0741 -0.0566
H -8.2216 -7.3163 -3.1232 -0.0625 0.0203 -0.0338
H -10.2602 -6.0551 -2.7230 0.0618 0.0231 0.0471
H -9.8632 -5.9046 -4.4357 0.0856 0.0802 -0.0190
Cl -6.3993 2.7482 5.9933 -0.0808 0.0339 0.0408
C -5.0077 3.4662 6.8461 0.1733 0.0183 0.0974
C -5.2450 3.5722 8.3315 0.1011 -0.0965 0.0197
Cl -6.5005 4.7760 8.7322 -0.0419 -0.0018 0.0194
H -4.8051 4.4374 6.4026 -0.0653 -0.0204 0.0003
H -4.1526 2.8204 6.6541 -0.0340 -0.0140 0.0135
H -4.3297 3.8938 8.8263 0.0011 0.0406 -0.0705
H -5.5473 2.6178 8.7568 -0.0814 0.0382 -0.0429
```
Forces are in eV/Å.

Mulliken population analysis, charges in e, atoms 1 to 2:
1 C 0.017
2 C 0.199